[1]
DFT (ωB97M-V/def2-TZVPD) results for a structure of composition C29H76CuO29S9 at a distorted geometry.

Values from the calculation:
HOMO energy (spin up / spin down)	-2.5 / -5.3	eV
HOMO-LUMO gap (spin up / spin down)	4.287 / 6.892	eV
charge	-1
multiplicity	3

Cartesian coordinates (Å):
Cu1 -1.876 2.021 -1.142
O1 -2.613 0.411 0.317
C1 -1.332 -0.245 0.560
C2 0.074 0.524 0.486
O2 0.261 1.529 -0.518
H1 -1.293 -0.919 -0.297
H2 -1.324 -0.834 1.477
H3 0.856 -0.234 0.444
H4 0.286 1.015 1.436
O3 -7.964 -0.874 -0.791
S1 -6.724 -1.472 -1.401
O4 -6.024 -2.527 -0.707
O5 -7.098 -2.067 -2.906
C3 -8.245 -1.534 -3.709
C4 -7.900 -1.374 -5.236
C5 -5.516 -0.206 -1.815
H5 -8.545 -0.581 -3.274
H6 -9.067 -2.249 -3.673
H7 -8.816 -1.105 -5.761
H8 -7.524 -2.300 -5.671
H9 -7.142 -0.606 -5.387
H10 -4.858 -0.537 -2.618
H11 -4.956 -0.029 -0.896
H12 -6.112 0.649 -2.131
O6 1.804 -2.584 5.858
S2 1.942 -2.460 4.424
O7 3.239 -2.108 3.820
O8 1.429 -3.838 3.748
C6 2.170 -5.027 3.911
C7 3.159 -5.325 2.795
C8 0.635 -1.306 3.771
H13 1.462 -5.855 3.871
H14 2.606 -5.073 4.909
H15 3.811 -6.187 2.932
H16 3.889 -4.528 2.655
H17 2.531 -5.474 1.917
H18 1.032 -1.122 2.772
H19 0.685 -0.431 4.420
H20 -0.304 -1.856 3.830
O9 -2.123 5.659 2.196
S3 -1.664 4.270 1.841
O10 -1.785 3.777 0.480
O11 -0.125 3.994 2.377
C9 0.970 4.229 1.455
C10 1.429 5.739 1.526
C11 -2.493 3.054 3.038
H21 0.799 4.031 0.397
H22 1.801 3.576 1.722
H23 2.118 6.044 2.314
H24 0.608 6.456 1.499
H25 2.073 5.911 0.664
H26 -3.561 3.247 2.937
H27 -1.966 3.300 3.960
H28 -2.258 2.039 2.716
O12 -3.173 -5.183 1.025
S4 -4.235 -5.419 2.043
O13 -3.999 -6.400 3.068
O14 -4.404 -3.952 2.803
C12 -3.731 -2.781 2.216
C13 -3.685 -1.589 3.192
C14 -6.010 -5.518 1.326
H29 -4.299 -2.490 1.332
H30 -2.727 -3.063 1.898
H31 -3.912 -0.676 2.642
H32 -2.841 -1.463 3.870
H33 -4.547 -1.681 3.853
H34 -6.709 -5.773 2.123
H35 -6.026 -6.378 0.657
H36 -6.318 -4.586 0.851
O15 2.986 0.676 -4.002
S5 2.162 -0.511 -4.013
O16 0.718 -0.391 -4.289
O17 2.808 -1.648 -4.993
C15 4.142 -2.046 -4.737
C16 5.040 -1.439 -5.872
C17 2.286 -1.422 -2.326
H37 4.078 -3.114 -4.947
H38 4.473 -1.979 -3.701
H39 5.071 -0.349 -5.897
H40 4.736 -1.741 -6.874
H41 6.035 -1.869 -5.764
H42 1.466 -2.132 -2.225
H43 2.093 -0.776 -1.469
H44 3.318 -1.763 -2.240
O18 3.121 1.292 6.628
S6 3.027 2.550 5.857
O19 2.715 3.830 6.544
O20 4.376 2.555 4.852
C18 4.974 3.737 4.410
C19 6.374 3.263 4.096
C20 1.740 2.462 4.462
H45 4.996 4.412 5.265
H46 4.532 4.308 3.593
H47 6.856 2.846 4.980
H48 7.035 4.000 3.640
H49 6.453 2.519 3.304
H50 1.819 3.429 3.967
H51 0.753 2.336 4.908
H52 1.927 1.575 3.857
O21 0.875 5.539 -2.126
S7 0.049 4.568 -2.857
O22 -1.180 3.967 -2.289
O23 -0.257 5.207 -4.447
C21 -1.105 4.439 -5.210
C22 -1.271 5.166 -6.577
C23 1.230 3.265 -3.500
H53 -2.034 4.170 -4.707
H54 -0.544 3.521 -5.390
H55 -1.893 4.633 -7.297
H56 -0.338 5.412 -7.085
H57 -1.770 6.087 -6.277
H58 1.668 2.734 -2.655
H59 1.986 3.794 -4.081
H60 0.869 2.502 -4.189
O24 3.981 4.386 0.919
S8 4.639 3.112 0.569
O25 6.101 3.079 0.409
O26 4.191 1.928 1.641
C24 4.851 0.688 1.622
C25 4.345 -0.301 0.618
C26 3.879 2.436 -0.946
H61 4.598 0.239 2.582
H62 5.921 0.814 1.458
H63 4.683 -0.092 -0.397
H64 3.256 -0.253 0.651
H65 4.585 -1.338 0.855
H66 4.567 1.722 -1.398
H67 3.817 3.280 -1.632
H68 2.869 2.046 -0.818
O27 -1.668 -2.233 -3.915
S9 -1.797 -3.258 -2.845
O28 -1.865 -4.650 -3.273
O29 -0.583 -3.056 -1.675
C27 -0.174 -4.230 -1.004
C28 0.400 -3.765 0.351
C29 -3.274 -2.865 -1.736
H69 0.547 -4.797 -1.593
H70 -1.050 -4.844 -0.794
H71 0.518 -4.529 1.119
H72 -0.218 -2.997 0.817
H73 1.317 -3.180 0.273
H74 -3.149 -1.877 -1.293
H75 -3.357 -3.668 -1.003
H76 -4.168 -3.066 -2.326



[2]
DFT (ωB97M-V/def2-TZVPD) results for a cluster of 10 separate species, C29H78O28S10 in total at a distorted geometry.

Values from the calculation:
HOMO energy	-8.8	eV
HOMO-LUMO gap	8.914	eV
relative energy (zero: lowest compared OMol25 entry of this formula, charge and spin)	148.5	kcal per mole

Cartesian coordinates (Å):
O1 -5.765 0.721 5.011
S1 -5.529 1.324 3.745
O2 -4.529 2.349 3.498
O3 -5.328 0.106 2.658
C1 -4.694 0.522 1.426
C2 -3.167 0.373 1.462
C3 -7.125 2.093 3.159
H1 -5.093 1.518 1.233
H2 -5.170 0.002 0.595
H3 -2.674 0.639 0.527
H4 -2.995 -0.675 1.705
H5 -2.701 0.983 2.236
H6 -7.023 3.166 3.324
H7 -7.910 1.612 3.742
H8 -7.099 1.870 2.092
O4 -0.686 -5.884 2.451
S2 -0.430 -4.503 2.710
O5 0.769 -3.887 2.123
O6 -1.751 -3.703 2.079
C4 -3.019 -4.322 2.115
C5 -4.111 -3.539 1.375
C6 -0.741 -4.091 4.388
H9 -3.188 -4.521 3.173
H10 -3.031 -5.297 1.627
H11 -4.156 -3.837 0.328
H12 -3.954 -2.464 1.290
H13 -5.035 -3.711 1.927
H14 -1.470 -3.311 4.608
H15 0.202 -3.955 4.917
H16 -1.070 -4.946 4.978
O7 -0.480 7.687 0.427
S3 0.865 7.123 0.270
O8 1.882 7.463 1.177
O9 0.641 5.454 0.162
C7 1.305 4.695 1.121
C8 0.366 3.462 1.229
C9 1.518 7.412 -1.493
H17 1.417 5.088 2.132
H18 2.300 4.369 0.818
H19 -0.664 3.810 1.162
H20 0.257 2.958 2.190
H21 0.502 2.824 0.355
H22 2.543 7.042 -1.530
H23 1.375 8.423 -1.876
H24 0.876 6.737 -2.058
O10 -3.486 -4.410 -3.633
S4 -2.606 -5.064 -2.614
O11 -2.107 -4.408 -1.357
O12 -3.414 -6.545 -2.185
C10 -4.243 -7.221 -3.131
C11 -3.411 -8.323 -3.956
C12 -1.088 -5.605 -3.536
H25 -4.655 -6.523 -3.860
H26 -5.014 -7.721 -2.545
H27 -3.971 -8.710 -4.807
H28 -3.197 -9.191 -3.332
H29 -2.477 -7.904 -4.330
H30 -0.348 -4.896 -3.165
H31 -1.287 -5.504 -4.603
H32 -0.804 -6.602 -3.197
O13 4.328 3.360 1.506
S5 4.586 2.283 2.481
O14 4.196 0.841 2.349
O15 6.270 2.175 2.676
C13 7.041 1.877 1.453
C14 6.867 0.343 1.138
C15 4.178 2.808 4.092
H33 8.095 2.134 1.561
H34 6.645 2.557 0.698
H35 6.169 0.103 0.336
H36 6.716 -0.209 2.066
H37 7.871 -0.023 0.922
H38 4.801 3.694 4.222
H39 4.506 2.090 4.843
H40 3.118 3.044 3.998
O16 4.459 -2.343 -2.610
S6 3.609 -3.553 -2.429
O17 2.431 -3.821 -3.179
O18 4.552 -5.015 -2.408
C16 4.522 -5.731 -3.578
C17 5.290 -5.001 -4.661
C18 3.018 -3.507 -0.661
H41 3.500 -5.929 -3.903
H42 4.907 -6.698 -3.254
H43 6.365 -4.968 -4.485
H44 4.974 -3.961 -4.735
H45 5.170 -5.571 -5.583
H46 2.036 -3.962 -0.524
H47 3.083 -2.479 -0.306
H48 3.668 -4.148 -0.066
O19 -1.584 6.273 -4.961
S7 -2.105 4.890 -4.774
O20 -1.962 3.758 -5.703
O21 -1.740 4.416 -3.200
C19 -0.948 3.267 -2.914
C20 -1.738 1.870 -3.371
C21 -3.978 5.040 -4.620
H49 -0.672 3.229 -1.860
H50 0.026 3.310 -3.402
H51 -1.474 1.493 -4.359
H52 -2.808 2.065 -3.311
H53 -1.584 0.992 -2.743
H54 -4.505 5.182 -5.564
H55 -4.134 5.960 -4.057
H56 -4.340 4.163 -4.084
O22 2.333 4.713 -3.392
S8 3.130 4.089 -4.461
O23 4.241 4.796 -5.110
O24 3.727 2.726 -3.836
C22 3.005 2.237 -2.715
C23 3.807 1.074 -2.323
C24 1.924 3.402 -5.692
H57 1.978 1.969 -2.965
H58 2.807 2.917 -1.886
H59 3.226 0.336 -1.770
H60 4.737 1.406 -1.860
H61 4.058 0.506 -3.218
H62 1.318 4.270 -5.949
H63 1.417 2.528 -5.282
H64 2.592 3.162 -6.519
O25 -3.329 -1.120 7.494
S9 -2.479 0.074 7.468
O26 -1.393 0.148 8.401
O27 -1.898 0.280 5.849
C25 -0.649 0.920 5.650
C26 -0.143 0.566 4.234
C27 -3.485 1.665 7.424
H65 0.060 0.753 6.460
H66 -0.773 1.998 5.759
H67 0.019 -0.511 4.183
H68 0.801 1.072 4.033
H69 -0.773 0.818 3.381
H70 -3.945 1.820 8.399
H71 -4.219 1.573 6.623
H72 -2.743 2.382 7.072
C28 1.105 -0.186 1.194
S10 -0.139 -0.145 -0.218
O28 0.551 0.424 -1.467
C29 -0.560 -1.968 -0.599
H73 2.027 -0.432 0.668
H74 0.672 -0.908 1.885
H75 1.352 0.816 1.545
H76 0.105 -2.693 -0.131
H77 -0.490 -2.352 -1.616
H78 -1.520 -1.978 -0.084



[3]
DFT (ωB97M-V/def2-TZVPD) results for a structure of composition C29H79AsF6N11O11 at a distorted geometry.

Values from the calculation:
HOMO energy	-5.2	eV
HOMO-LUMO gap	7.474	eV
charge	-1
relative energy (zero: lowest compared OMol25 entry of this formula, charge and spin)	99.0	kcal per mole

Cartesian coordinates (Å):
As1 -22.010 -3.136 11.479
F1 -21.493 -1.642 10.740
F2 -23.556 -2.881 10.736
F3 -22.735 -4.666 12.095
F4 -20.448 -3.347 12.220
F5 -22.605 -2.257 12.878
F6 -21.517 -4.123 10.072
C1 -18.345 -2.262 16.101
C2 -17.956 -3.693 15.664
C3 -19.142 -4.465 15.107
O1 -20.235 -4.517 15.968
C4 -21.463 -4.063 15.419
N1 -16.832 -3.566 14.730
H1 -17.562 -1.505 16.117
H2 -18.824 -2.373 17.075
H3 -19.089 -1.853 15.411
H4 -17.732 -4.278 16.570
H5 -18.738 -5.456 14.847
H6 -19.384 -4.073 14.111
H7 -22.257 -4.221 16.154
H8 -21.736 -4.529 14.477
H9 -21.452 -2.968 15.410
H10 -16.025 -3.244 15.255
H11 -16.540 -4.505 14.450
C5 -23.974 1.648 10.438
C6 -25.076 0.577 10.759
C7 -26.432 1.208 10.380
O2 -27.439 0.243 10.628
C8 -28.701 0.806 10.344
N2 -24.804 -0.623 9.911
H12 -24.053 2.019 9.416
H13 -22.979 1.254 10.635
H14 -24.193 2.497 11.100
H15 -25.110 0.254 11.799
H16 -26.441 1.605 9.359
H17 -26.582 2.065 11.052
H18 -28.850 1.838 10.685
H19 -29.458 0.125 10.725
H20 -28.852 0.899 9.259
H21 -23.904 -0.990 10.208
H22 -24.474 -0.104 9.091
C9 -27.459 4.690 17.476
O3 -27.717 3.328 17.267
C10 -27.207 2.744 16.093
C11 -25.792 2.193 16.286
N3 -25.862 1.227 17.395
C12 -24.554 0.791 17.911
C13 -23.600 0.108 16.966
O4 -23.245 1.019 15.947
C14 -22.235 0.527 15.057
H23 -26.446 5.087 17.350
H24 -27.759 4.880 18.507
H25 -28.097 5.273 16.799
H26 -27.189 3.382 15.200
H27 -27.840 1.929 15.734
H28 -25.194 3.022 16.701
H29 -25.339 1.780 15.395
H30 -26.374 1.697 18.130
H31 -24.692 0.114 18.762
H32 -24.055 1.621 18.438
H33 -24.126 -0.752 16.521
H34 -22.784 -0.415 17.479
H35 -21.310 0.628 15.644
H36 -22.307 1.144 14.171
H37 -22.247 -0.560 14.934
C15 -17.093 -3.211 6.999
O5 -18.300 -2.481 7.227
C16 -18.791 -2.450 8.555
C17 -18.335 -1.272 9.380
N4 -16.899 -1.388 9.722
C18 -16.467 -0.329 10.605
C19 -16.461 1.069 9.988
O6 -15.776 1.900 10.884
C20 -15.548 3.205 10.382
H38 -16.398 -2.472 6.592
H39 -17.303 -3.943 6.217
H40 -16.697 -3.637 7.918
H41 -18.654 -3.347 9.178
H42 -19.875 -2.527 8.440
H43 -18.828 -1.364 10.361
H44 -18.695 -0.318 8.997
H45 -16.814 -2.292 10.166
H46 -15.494 -0.492 11.072
H47 -17.149 -0.327 11.476
H48 -17.501 1.354 9.785
H49 -16.002 0.983 8.993
H50 -14.997 3.229 9.436
H51 -14.980 3.674 11.186
H52 -16.538 3.666 10.264
C21 -30.667 -8.589 13.422
O7 -30.008 -9.769 13.010
C22 -28.569 -9.749 13.036
C23 -28.047 -8.832 11.955
N5 -26.613 -8.510 11.977
C24 -25.708 -9.579 12.463
C25 -24.309 -9.107 12.622
O8 -24.248 -8.045 13.531
C26 -22.991 -7.895 14.162
H53 -31.031 -8.072 12.525
H54 -30.119 -7.827 13.982
H55 -31.540 -8.934 13.978
H56 -28.308 -10.782 12.799
H57 -28.289 -9.463 14.051
H58 -28.633 -7.929 12.164
H59 -28.325 -9.074 10.929
H60 -26.412 -7.777 12.656
H61 -25.762 -10.437 11.788
H62 -26.120 -9.851 13.445
H63 -23.879 -8.870 11.635
H64 -23.666 -9.943 12.932
H65 -23.096 -7.359 15.104
H66 -22.353 -7.383 13.437
H67 -22.544 -8.843 14.487
C27 -25.910 -5.506 10.267
O9 -26.150 -4.312 10.310
N6 -24.693 -6.090 10.498
N7 -26.863 -6.440 9.875
H68 -24.649 -7.089 10.425
H69 -23.949 -5.670 11.046
H70 -27.764 -6.100 9.605
H71 -26.697 -7.303 10.398
C28 -26.387 -2.111 13.206
O10 -26.259 -2.185 11.999
N8 -25.262 -2.006 13.990
N9 -27.581 -2.140 13.842
H72 -24.335 -1.901 13.604
H73 -25.340 -1.954 14.992
H74 -28.462 -2.352 13.422
H75 -27.595 -2.215 14.846
C29 -24.473 -3.340 7.390
O11 -25.146 -2.793 8.236
N10 -24.158 -2.740 6.184
N11 -23.915 -4.578 7.517
H76 -23.610 -3.219 5.499
H77 -24.451 -1.801 6.000
H78 -23.483 -5.102 6.785
H79 -23.943 -5.043 8.413